ORCA calculation (ωB97M-V with the def2-TZVPD basis set) on a cluster of 4 separate species, C15H36N2O12PS4 in total.

- HOMO level: -0.149 Eh
- Charge: -1

```
70
Properties=species:S:1:pos:R:3:forces:R:3:mulliken_charge:R:1
S -2.93735 -1.53490 -3.02592 -0.0296 0.3574 0.0888 1.383
S 1.76094 -1.49207 3.08264 0.0545 -0.2486 -0.1207 1.194
S 2.11937 4.78768 -0.73905 0.1735 -0.0458 0.0781 -0.244
S 0.52021 -7.33300 -2.33270 -0.2667 -0.0552 0.1194 1.249
P 2.19790 7.37326 4.95631 -0.3924 -0.6009 0.6466 -0.217
O 1.43463 -6.40312 -1.74484 0.1274 0.0762 -0.0513 -0.629
O -0.95874 -6.81618 -2.10852 0.0328 -0.1159 0.0150 -0.308
O 0.62902 -1.27018 3.92938 -0.0748 0.1131 0.0740 -0.657
O 2.43483 -0.38732 2.48209 0.0092 0.1340 0.0458 -0.585
O 1.35191 -2.53927 1.95908 0.1011 -0.0340 0.0805 -0.240
O 2.26389 6.45523 3.42136 -0.0387 -0.0549 -0.1753 -0.364
O 3.56755 8.31666 4.35575 0.0784 0.2908 0.2019 -0.435
O 0.69122 -7.73164 -3.69538 0.1052 -0.0064 -0.0679 -0.625
O -2.82228 -1.91195 -4.40472 0.0066 -0.1971 -0.0107 -0.740
O -2.83416 -2.54378 -2.01141 0.0842 -0.1677 -0.0810 -0.551
O -0.41440 4.12376 -0.26630 -0.3013 -0.3758 0.0613 -0.285
O -4.30837 -0.74946 -2.83417 0.0991 0.0452 0.0537 -0.328
N 0.75563 2.42691 -1.06014 -0.0460 0.5226 0.0919 -0.652
N -0.55586 2.01159 -0.87305 -0.6171 0.5696 0.3388 0.140
C 0.15412 -2.25099 1.20148 -0.3759 0.0559 -0.3164 -0.527
C 0.79424 3.67329 -0.69510 0.2157 -0.2952 -0.1229 0.427
C 2.05056 5.38141 1.00809 -0.1761 0.0559 -0.6691 -0.501
C -5.50685 -1.36966 -3.34306 -0.3410 -0.1814 -0.1254 -0.384
C -6.02585 -2.46426 -2.43246 0.1518 -0.0426 0.0562 -0.918
C -1.44310 -5.26690 -3.96937 0.1482 -0.1418 -0.0831 -0.887
C 2.93612 -2.50285 3.91500 0.0187 -0.0564 0.0197 -0.948
C 0.40735 -8.77108 -1.32430 -0.0090 -0.0338 0.0435 -0.944
C -1.84933 -0.21306 -2.65026 -0.1257 -0.0232 -0.1732 -1.188
C 0.38158 -1.21272 0.12294 0.2862 0.0291 0.2040 -0.357
C -1.26259 -5.44447 -2.47818 -0.1590 0.4385 -0.1237 -0.223
C -1.19587 3.02975 -0.39161 0.8097 -0.3343 -0.3395 -0.075
C 3.06135 6.49608 1.16762 0.3655 -0.0887 0.1905 -0.918
C 2.74214 7.30699 2.41842 -0.4195 -0.8216 0.2156 -0.043
C 3.93833 7.98222 3.06418 -0.4660 0.2739 -0.1934 -0.376
H -6.12529 -2.09665 -1.41158 -0.0469 0.0254 -0.0051 0.267
H -0.63941 -1.95076 1.88713 0.0783 0.0221 0.0757 0.371
H -0.13399 -3.20485 0.76299 0.1303 -0.0676 0.0587 0.214
H -0.83607 -0.60497 -2.67284 0.0133 -0.0375 -0.0039 0.426
H -7.00117 -2.80312 -2.78309 -0.0162 0.0404 -0.0227 0.386
H -0.50591 -5.40782 -4.50708 0.0207 -0.0003 0.0332 0.335
H 1.28319 8.28917 4.29947 0.0304 0.0780 -0.0122 -0.057
H -2.21935 3.10454 -0.08486 -0.1855 -0.0461 0.0376 0.441
H 0.59250 -0.23259 0.54486 -0.0298 0.0252 -0.0066 0.361
H 1.35507 -9.29645 -1.41511 0.0209 0.0232 -0.0260 0.372
H 3.36869 -1.89398 4.70542 -0.0163 0.0388 -0.0072 0.375
H -2.15998 -5.98768 -4.36369 -0.0537 0.0192 0.0486 0.273
H 4.20966 8.87664 2.49383 0.3574 0.0899 -0.0170 0.217
H 4.75112 7.24876 3.07009 0.3377 0.0027 -0.1367 0.309
H 3.70181 -2.80218 3.20486 0.0028 0.0164 -0.0148 0.308
H 0.23687 -8.46452 -0.29651 -0.0043 0.0112 0.0037 0.307
H 2.42480 -3.36566 4.33165 -0.0106 -0.0016 -0.0032 0.306
H -1.96897 0.56378 -3.39960 -0.0166 0.0109 -0.0005 0.484
H 1.93746 8.00419 2.15131 0.1073 0.4351 -0.0091 0.143
H 1.06807 6.56925 5.42296 0.1000 0.1159 -0.1369 0.001
H -0.48653 -4.78700 -2.08580 0.0671 -0.0948 0.0211 0.330
H 1.23009 -1.48884 -0.50419 -0.0370 -0.0494 -0.0310 0.328
H -5.35097 -3.31864 -2.41399 0.0020 0.0047 -0.0187 0.221
H 3.06680 7.13686 0.28704 -0.0602 0.1710 -0.1124 0.454
H -6.22755 -0.55777 -3.41604 0.0858 0.0865 0.0470 0.295
H -2.07813 0.16276 -1.66138 0.0324 0.0322 0.0693 0.316
H 2.25837 4.53748 1.64673 0.0018 -0.0771 0.2519 0.388
H 2.18566 8.13291 6.18132 0.0409 0.1632 -0.1097 -0.028
H -2.18352 -5.21331 -1.94947 0.0026 -0.1113 0.0545 0.187
H -5.31983 -1.74008 -4.35202 0.0957 0.0082 0.0211 0.342
H 1.04640 5.74669 1.17607 -0.1672 0.0369 0.1472 0.417
H -1.80672 -4.26067 -4.17125 -0.0448 0.0296 0.0331 0.242
H -0.50713 -1.13523 -0.49510 -0.1045 -0.0499 0.0060 -0.150
H 3.10133 6.40627 5.55365 0.1042 0.1125 -0.2055 -0.075
H -0.40601 -9.39063 -1.69127 -0.0040 0.0019 -0.0170 0.315
H 4.06052 6.06815 1.25166 0.1365 -0.1059 0.0158 0.336
```
Forces are in eV/Å.



ORCA calculation (ωB97M-V with the def2-TZVPD basis set) on a cluster of 2 separate species, C5H10O2 in total.

- HOMO level: -0.344 Eh
- Charge: 0
- Energy above the lowest of the compared OMol25 structures with the same formula, charge and spin: 97.5 kcal per mole

```
17
Properties=species:S:1:pos:R:3:forces:R:3:mulliken_charge:R:1
O -1.02696 0.65091 -1.59340 0.2232 0.1155 -0.0351 -0.556
O 1.18345 1.48486 -0.01767 -0.0759 -0.0634 0.2197 -0.574
C -1.26547 -1.07511 0.12360 -0.1208 0.0187 -0.2469 -0.123
C -0.09129 -1.19447 1.05879 -0.1472 -0.1092 0.1846 -0.548
C 2.35244 0.75121 -0.35025 0.2778 -0.0899 -0.0796 -0.602
C -1.25663 -1.33975 1.60340 0.2326 -0.0019 -0.0103 -0.423
C -1.72887 0.25972 -0.43671 -0.2001 -0.1401 0.2726 -0.535
H -1.85320 -1.57993 2.47000 0.0999 0.0464 -0.1101 0.388
H -0.18052 1.01861 -1.28600 -0.1470 -0.0456 -0.1187 0.377
H -1.66331 1.02466 0.35756 0.0085 -0.1047 -0.1345 0.326
H 2.11225 -0.24178 -0.75553 0.0189 0.1654 0.0503 0.283
H 3.02180 0.63652 0.51381 -0.1257 0.0412 -0.1607 0.312
H 0.75961 1.05208 0.73687 0.0499 0.1242 -0.1060 0.300
H -1.46256 -1.91333 -0.55324 0.0205 0.1248 0.0957 0.327
H 2.87325 1.32464 -1.11980 -0.0439 -0.1097 0.1049 0.250
H 0.98382 -1.26571 1.14723 -0.1879 0.0263 0.0219 0.458
H -2.78433 0.18236 -0.72386 0.1170 0.0018 0.0521 0.338
```
Forces are in eV/Å.



ORCA calculation (ωB97M-V with the def2-TZVPD basis set) on the molecule C5H8O4.

- HOMO level: -0.359 Eh
- Charge: 0
- Energy above the lowest of the compared OMol25 structures with the same formula, charge and spin: 76.8 kcal per mole

```
17
Properties=species:S:1:pos:R:3:forces:R:3:mulliken_charge:R:1
O -0.48054 1.28637 -1.01385 0.2016 -1.3298 0.1667 -0.536
O -0.25121 -1.21700 -2.11533 0.3289 -0.9445 -2.1898 -0.531
O -1.81299 0.29630 0.80288 -0.1803 -2.1715 -3.0983 -0.465
O 0.60240 -2.03704 1.14338 0.2657 0.9624 0.1156 -0.460
C 0.54286 0.83699 -0.06820 -2.2554 0.5655 0.7213 0.169
C -0.81442 0.16889 -0.14592 2.0179 0.0651 -0.4983 0.467
C -0.62135 -1.23440 -0.82968 -2.1001 0.5704 2.7914 0.070
C 0.33740 -2.07626 -0.02602 -0.9300 -1.6984 0.5989 -0.199
C 0.83561 1.81459 1.00573 0.9758 2.2146 1.2202 -1.198
H -1.48336 0.91323 1.38906 0.7193 2.0806 2.3828 0.316
H 1.54282 2.76649 0.81723 -1.9622 -1.9388 -0.5469 0.295
H 0.51729 -3.01532 -0.56125 0.7207 -0.1705 -0.5697 0.382
H 1.48164 1.37581 1.80804 -1.2076 -0.1756 -0.2756 0.260
H -0.19672 2.17836 1.33730 1.8091 -0.0113 0.1854 0.333
H 1.33134 0.20399 -0.37956 0.9177 -0.1747 -0.9628 0.456
H 0.01670 -0.36745 -2.42968 0.1214 1.1868 -0.0418 0.367
H -1.54746 -1.89353 -0.73414 0.5575 0.9697 0.0007 0.272
```
Forces are in eV/Å.



ORCA calculation (ωB97M-V with the def2-TZVPD basis set) on a cluster of 2 separate species, C30H47F6N6O10 in total.

- HOMO level: -0.439 Eh
- Charge: +1

```
99
Properties=species:S:1:pos:R:3:forces:R:3:mulliken_charge:R:1
F -4.73278 0.15627 2.25855 -0.1921 -0.0227 0.1035 -0.336
F -0.12755 -2.44795 -0.58626 -0.2559 0.1740 -0.2452 -0.204
F -1.74653 -4.12220 -0.07545 -0.2149 0.1908 -0.3805 -0.316
F -4.44577 -2.18823 1.11919 -0.4667 -0.1981 -0.1284 -0.288
F -2.32232 -4.13067 -2.20097 0.0601 0.1571 0.5172 -0.277
F -0.74674 -2.34922 -2.63016 -0.2511 0.1223 0.2203 -0.273
O 6.90916 0.59757 2.12309 -0.1534 0.0476 -0.0559 -0.570
O -2.58217 -2.53533 2.21955 0.4733 -0.4242 0.3020 -0.377
O -3.02130 -2.01366 -3.81432 0.2754 0.3812 0.3007 -0.155
O -0.50524 1.32667 -4.23427 0.0162 -0.0570 0.2927 -0.362
O 6.15925 -1.28918 3.05696 -0.0803 -0.0858 -0.0200 -0.364
O -4.75414 -2.11502 -5.23144 0.3696 0.0596 0.1443 -0.558
O -0.68881 2.57894 5.87379 -0.0767 -0.5328 -0.4052 -0.353
O 1.28213 3.67155 5.81863 -0.0922 0.0427 -0.2478 -0.456
O -4.41083 1.11228 0.30503 0.0419 0.0856 0.2434 -0.367
O 1.85699 2.05152 -2.82546 0.2293 -0.1764 0.1187 -0.558
N -2.95842 -0.52171 1.12121 -0.6325 0.4547 -0.8582 1.323
N -2.60107 3.24875 -0.57646 0.3729 -0.1758 0.2161 -0.244
N 0.51686 0.49157 -1.77488 0.2284 0.0145 0.2878 1.304
N -1.49984 1.69222 -1.86818 -1.5538 -1.2386 0.6780 0.267
N -1.63608 1.32582 0.41509 -0.2664 0.4472 0.0682 0.912
N -0.68208 -0.74488 1.17774 -0.1247 0.2303 -0.3032 0.577
C 0.66063 2.66166 5.72499 0.2963 0.3715 0.2281 0.216
C 0.65195 -0.16747 1.33944 0.7196 -0.0414 0.5655 -0.012
C 8.21090 -1.45911 1.92257 -0.2573 -0.3144 -0.0397 -0.469
C -2.34468 2.16552 4.15941 0.1195 0.1391 -0.0901 -1.405
C 1.13027 1.79766 -1.90758 0.0037 0.2825 -0.4844 0.973
C -1.93426 2.06193 -0.65518 0.2328 0.1198 -0.3381 -0.963
C -3.23925 -1.83482 1.55760 0.1009 0.3210 0.3392 0.243
C -4.07091 0.32442 1.12143 0.0496 -0.0691 -0.2551 0.277
C 1.01345 2.81337 -0.80306 -0.3719 0.1534 0.0239 -1.262
C -1.72767 -0.69909 -1.20885 -0.5501 0.2889 -0.1576 2.180
C 6.63992 -2.63396 3.25094 0.0571 -0.0884 -0.0179 -0.400
C -2.62610 -2.95508 -5.95363 0.2764 0.0155 0.5127 -1.072
C -1.31421 1.94316 -5.21331 0.2456 0.1345 -0.0473 -0.740
C 3.44073 0.82752 1.73441 0.3433 -0.2633 -0.3984 -0.912
C -1.81009 2.05865 1.69713 -0.1869 0.0751 0.5475 -1.483
C -1.59218 1.38981 3.05586 -0.1372 0.1183 0.5760 -0.101
C -0.90393 0.34563 -2.09929 0.2488 0.3778 -0.0032 -0.967
C -3.23534 -0.66248 -1.67149 0.1493 -0.4220 0.0508 -1.787
C -1.71096 -0.17450 0.35975 1.4015 -0.3961 0.5309 -1.818
C 7.05690 -0.56779 2.33886 0.2693 0.0377 0.0607 0.570
C -1.20275 -2.17957 -1.35960 0.6218 -0.4124 0.0747 0.643
C -1.09609 0.19207 -3.62921 0.0683 0.5482 -0.4791 -1.384
C 7.64442 -2.86440 2.12764 0.0495 0.1102 -0.0296 -0.504
C 3.16640 -0.52733 1.05361 -0.3089 -0.1485 0.4435 -0.077
C -3.59080 -2.32654 -4.99898 -0.6261 -0.1099 -0.3525 0.655
C -1.46938 3.20142 4.84405 0.0769 0.2241 -0.0872 -0.721
C -3.88380 -1.32263 -2.91758 -0.2108 0.0521 -0.5554 -2.666
C 1.80757 -1.17376 1.37581 0.2943 0.0685 -0.1531 -1.404
C -2.23033 -3.36271 -1.08811 0.1794 -0.3010 -0.0396 0.255
C 1.44317 -0.54385 -2.25000 0.1791 -0.5151 0.0351 -0.826
H 0.68982 0.30082 2.32317 -0.1688 0.1631 -0.0092 0.399
H 9.05442 -1.25365 2.58282 0.0346 0.0497 -0.0256 0.274
H 2.67546 1.13188 2.44128 -0.1339 0.0866 0.0391 0.082
H 2.41925 -0.11156 -2.42913 -0.0493 0.2105 -0.0480 0.504
H -0.54579 1.40373 3.34730 0.1457 -0.1880 -0.1949 -0.109
H -1.93239 0.36551 3.09834 -0.0820 -0.0693 -0.1315 0.403
H -2.93286 -3.98458 -6.10872 -0.1038 -0.0551 -0.2677 0.332
H -0.74175 2.76907 -5.62270 0.0872 0.0340 -0.0291 0.276
H -1.56295 1.25888 -6.02428 -0.1412 -0.0799 -0.0357 0.285
H -0.79280 3.64181 4.10814 0.0599 0.2062 0.0261 0.355
H 1.14220 -1.03487 -3.16704 -0.0633 0.1026 -0.1894 0.141
H -1.62224 -2.96636 -5.53964 0.0829 0.0364 -0.0007 0.200
H 3.92192 -1.22854 1.40101 0.1498 -0.1003 -0.1740 0.376
H 1.57566 -1.31200 -1.49688 -0.1310 -0.0709 0.0872 0.201
H -2.81913 2.46573 1.72797 -0.1882 -0.1005 -0.2766 0.825
H -1.04078 -0.94391 2.09371 -0.0585 -0.2945 -0.0689 0.909
H -2.31631 3.95726 0.07350 -0.2828 -0.0435 0.2546 0.285
H 7.09990 -2.69307 4.23881 0.0223 0.0117 -0.0004 0.293
H -3.80923 -1.09653 -0.86874 -0.0065 -0.0364 0.1724 0.568
H -3.56552 0.36589 -1.66489 0.0707 0.1682 -0.1207 0.703
H 4.38074 0.77219 2.26749 0.1508 0.0862 0.2146 0.290
H 8.39007 -3.61707 2.37180 0.0072 0.0174 0.0587 0.340
H -3.21719 2.68432 3.76044 -0.1378 -0.0686 -0.0986 0.447
H -2.05046 4.01337 5.27033 -0.0844 -0.0157 0.1970 0.450
H 2.00403 2.93695 -0.37330 0.1104 -0.0150 0.0394 0.293
H 0.72949 3.76488 -1.24472 0.0308 0.1148 -0.0434 0.390
H 3.58829 1.60058 0.98311 -0.1952 0.2341 0.0601 0.172
H -2.70737 1.45800 4.89983 -0.0523 0.0369 0.1581 0.485
H 5.79163 -3.31287 3.21681 -0.0719 0.0740 0.0135 0.291
H 0.90281 0.63757 0.66273 -0.4123 -0.1078 -0.5303 -0.125
H 8.49683 -1.25261 0.89584 0.0973 0.1354 0.0335 0.306
H 1.13460 1.69533 5.51647 -0.0594 -0.2168 0.2225 0.374
H -2.22770 2.36187 -4.77515 -0.1899 -0.0904 -0.0209 0.278
H 1.64726 -1.99854 0.69083 -0.1187 -0.0784 -0.0568 0.102
H 1.88113 -1.60726 2.37313 -0.1985 -0.0875 0.1064 0.580
H 0.32558 2.56144 -0.00784 0.0632 -0.0904 0.1186 0.247
H -2.19980 1.93243 -2.56415 0.6558 0.4837 -0.4617 0.621
H -4.67670 -2.00797 -2.62367 0.0485 -0.1282 0.2702 0.707
H -4.41128 -0.55874 -3.48840 0.0437 0.1497 -0.0063 0.530
H -2.64021 -2.39384 -6.88043 -0.0928 -0.1122 -0.2140 0.327
H -3.39403 3.42937 -1.16514 0.1905 0.1636 -0.3309 0.245
H -0.63853 -0.69565 -4.03299 -0.0401 -0.2799 0.0775 0.436
H -1.15970 2.93321 1.66159 0.2181 -0.0055 -0.1116 0.769
H -2.15023 0.19355 -3.89210 -0.2812 -0.2587 0.1755 1.121
H 7.12288 -3.18666 1.22554 -0.0095 -0.0187 0.0027 0.262
H 3.27092 -0.45246 -0.02598 0.0607 0.1259 -0.1319 0.183
H -3.23626 -3.04967 -0.81473 -0.0171 0.0687 -0.0576 0.209
```
Forces are in eV/Å.



ORCA calculation (ωB97M-V with the def2-TZVPD basis set) on a cluster of 12 separate species, H24O12 in total.

- HOMO level: -0.355 Eh
- Charge: 0
- Energy above the lowest of the compared OMol25 structures with the same formula, charge and spin: 152.7 kcal per mole

```
36
Properties=species:S:1:pos:R:3:forces:R:3:mulliken_charge:R:1
O -2.20195 -1.44374 1.61745 -0.1321 -3.7906 -2.6327 -0.551
O 0.38803 -0.35805 -0.42281 -2.0335 3.4486 -6.1113 -0.288
O -2.18897 -2.01840 -0.56529 0.6127 -1.7070 -8.0353 -0.719
O 3.04457 -1.20162 1.74790 1.8341 -0.4833 0.4637 -0.508
O 2.44504 1.90856 0.60573 0.8795 -0.6064 -1.1680 -0.717
O -0.55860 0.44741 -3.42008 -3.0159 1.7491 -3.5026 -0.613
O -2.18700 2.11384 -1.48106 -1.3227 1.5697 0.9554 -0.661
O 0.62414 1.89467 2.15128 -4.1584 0.2206 0.7818 -0.688
O 0.46278 -1.57719 3.54555 1.5298 -1.4479 0.8939 -0.587
O -2.13291 1.00129 0.81391 1.2294 0.1384 1.4456 -0.686
O 1.43424 1.22328 -2.36290 -0.6379 4.8207 3.1601 -0.703
O 1.18592 -2.66082 -1.52089 1.4186 -1.3375 0.9169 -0.612
H 3.59064 -1.22512 0.96677 -0.9664 0.3683 -2.2110 0.274
H 2.75623 1.07277 0.18323 -0.5837 1.0792 0.7420 0.229
H 3.88597 -1.44722 2.18592 -1.0069 0.0589 1.7398 0.245
H -0.90660 -0.39811 -3.70981 0.0455 -0.6895 0.3946 0.275
H -0.93796 1.04766 -4.18624 1.1964 -1.5166 2.2105 0.317
H 1.76448 1.72939 1.30695 1.0836 -0.6506 -0.7603 0.457
H -1.77954 1.45674 -0.00296 -2.3900 -0.9014 0.9478 0.367
H -1.84972 -0.64996 1.46942 2.3544 5.3433 -0.1637 0.288
H 0.76765 -2.89501 -2.32764 -0.6695 0.2009 -0.8296 0.257
H 0.52988 0.63216 -0.85735 0.3866 -3.9325 1.7597 0.120
H 1.08076 -2.23124 3.97463 -1.4681 0.6750 0.3261 0.304
H 0.71334 -0.40937 0.40121 1.9036 0.2146 4.7310 0.094
H -1.46976 1.68481 -1.91741 -0.1130 -0.4961 -1.8090 0.364
H -1.49744 -1.37545 -0.61097 1.6837 0.5703 -1.8319 0.268
H -3.03179 0.63737 0.95155 0.7210 0.9754 -1.4878 0.270
H 1.07286 -1.47988 2.81815 -0.0173 0.8176 -1.2449 0.271
H -2.50838 -1.59675 2.41385 -1.9660 -0.8509 6.2453 0.249
H -0.23978 1.37454 2.35762 2.1252 1.1529 -0.5598 0.322
H 1.06957 -1.75270 -1.26261 -0.6382 0.8180 -0.2514 0.427
H -2.99002 2.45983 -1.94052 1.6953 -0.9074 -0.0412 0.260
H 0.68752 1.03409 -2.91144 -0.1537 -1.0366 -1.0294 0.480
H 0.27959 2.67864 1.63811 0.4513 -1.0947 0.8820 0.345
H 0.97569 2.10059 -1.91160 2.5894 -2.7070 -1.3934 0.348
H -2.27848 -1.77700 0.26237 -2.4672 -0.0657 6.4672 0.502
```
Forces are in eV/Å.



Going through the records in order, we get largest force on an atom values of 0.97, 0.37, 3.79, 2.10, 8.24 eV/Å.
Going through the records in order, we get molar mass values of 595.697, 102.133, 132.115, 765.726, 216.180 g mol⁻¹.